An isolated molecule of C4H4O3, computed with ωB97M-V with the def2-TZVPD basis set.

Output
SMILES: CC(=O)C(=O)C=O
E: -380.50014 a.u.
HOMO level: -9.9 eV
F_max: 0.8 eV/Å
energy relative to the best compared isomer or geometry (same formula, charge and spin): 123.1 kJ/mol
E_LUMO: -0.0274 Eh
HOMO-LUMO gap: 9.1059 eV

Each line ends with the Löwdin charge.
Geometry (Å):
1 C -1.6652 0.2350 -0.4582  0.007
2 C -0.3766 -0.5280 -0.3884  -0.371
3 O -0.0478 -1.4333 -1.1215  0.126
4 C 0.6003 -0.1855 0.7452  -0.275
5 O 0.2642 -0.1662 1.9058  0.140
6 C 2.0391 0.1331 0.3415  -0.150
7 O 2.2421 0.8694 -0.5936  0.099
8 H -2.0682 0.3892 0.5473  0.091
9 H -2.3790 -0.2873 -1.1002  0.093
10 H -1.4436 1.2210 -0.8855  0.102
11 H 2.8347 -0.2474 1.0078  0.136